DFT (the ωB97M-V functional and the def2-TZVPD basis) results for 9 unconnected molecules or ions with the total composition C22H60N20O10PS.

Cartesian coordinates (Å):
C 7.5125 -2.2916 0.8937
P 5.9708 -1.3525 1.4741
O 6.5991 -0.3107 2.6627
C 5.2383 -0.3650 0.0427
C 4.3081 -1.2030 -0.9205
C 3.2802 -2.1582 -0.1920
C 1.8207 -1.7972 -0.7352
C 0.7492 -2.8482 -0.2641
C -0.5425 -2.8344 -1.1713
C -1.5518 -1.6711 -0.8370
C -2.4549 -1.9310 0.4351
S -4.1412 -1.2259 0.0565
C -4.1495 0.4427 0.7245
N -3.2624 1.1279 1.4506
N -3.8563 2.3428 1.6862
C -5.0562 2.3642 1.1103
O -5.3128 1.1207 0.4453
C 4.3979 0.8572 0.6569
N 4.4163 2.0462 -0.2463
C 5.7902 2.5748 -0.3499
C 6.9200 1.4630 -0.3260
N 6.3396 0.1936 -0.8552
H 7.4981 -2.4684 -0.2115
H 8.3841 -1.5980 1.0973
H 7.6272 -3.2103 1.5116
H 5.8662 0.0102 3.2255
H 3.7490 -0.4470 -1.5543
H 5.0207 -1.7406 -1.6352
H 3.4730 -3.2136 -0.5426
H 3.3421 -2.1455 0.9227
H 1.5506 -0.7304 -0.5049
H 1.8625 -1.8707 -1.8636
H 0.4689 -2.7434 0.8189
H 1.2029 -3.8762 -0.3923
H -0.2670 -2.7069 -2.2584
H -1.0723 -3.8354 -1.1095
H -2.2363 -1.5773 -1.7302
H -1.0635 -0.6693 -0.6997
H -2.0304 -1.4494 1.3614
H -2.5633 -3.0228 0.6679
H -5.7918 3.1934 1.1451
H 3.3510 0.5582 0.9146
H 4.8555 1.2302 1.6194
H 4.0182 1.8035 -1.1554
H 5.9238 3.1722 -1.2966
H 6.0125 3.2759 0.5033
H 7.7131 1.7843 -1.0582
H 7.4118 1.3048 0.6635
H 7.0336 -0.5138 -1.1220
H 5.8506 0.4503 -1.7334
C 5.7959 -2.2852 -4.6737
O 6.2271 -1.8112 -3.6275
N 6.5949 -2.5890 -5.7288
N 4.4799 -2.5468 -4.8611
H 6.2492 -2.9773 -6.5863
H 7.5791 -2.4110 -5.6312
H 3.8512 -2.3347 -4.1010
H 4.1110 -2.9348 -5.7084
C -9.5322 1.7322 1.1084
O -10.5189 2.0753 1.7343
N -8.4117 1.2434 1.7040
N -9.4594 1.8072 -0.2535
H -7.5952 0.9584 1.1940
H -8.4181 1.1690 2.7064
H -10.2635 2.1631 -0.7391
H -8.6504 1.5272 -0.7779
C 5.1919 2.0478 5.4069
O 4.8608 1.3805 4.4330
N 5.7416 1.4987 6.5208
N 5.0370 3.3962 5.4574
H 6.0145 2.0372 7.3219
H 5.8750 0.5028 6.5291
H 4.6315 3.8488 4.6542
H 5.3027 3.9523 6.2501
C 6.3496 6.4224 3.8622
O 5.2706 6.5286 4.4225
N 6.8816 7.4092 3.0903
N 7.1171 5.3011 3.9614
H 7.7673 7.3287 2.6276
H 6.3486 8.2552 2.9893
H 6.7557 4.5508 4.5251
H 8.0051 5.1964 3.5076
C 0.8811 -1.2178 -4.7194
O 1.4572 -1.7435 -3.7731
N -0.2014 -0.4143 -4.5592
N 1.2695 -1.3897 -6.0114
H -0.6816 0.0208 -5.3248
H -0.5271 -0.2575 -3.6207
H 2.0649 -1.9756 -6.1813
H 0.8006 -0.9618 -6.7881
C 0.1467 -6.8194 -0.8972
O -0.4556 -5.9094 -1.4446
N 0.7363 -6.6846 0.3243
N 0.2846 -8.0523 -1.4569
H 1.2323 -7.4271 0.7806
H 0.6611 -5.7915 0.7784
H -0.1340 -8.2003 -2.3581
H 0.7770 -8.8055 -1.0146
C -14.0566 2.8350 4.4185
O -15.0475 2.8920 5.1261
N -13.4365 3.9439 3.9233
N -13.4740 1.6594 4.0548
H -12.6206 3.9033 3.3401
H -13.8275 4.8374 4.1625
H -13.8920 0.8115 4.3932
H -12.6570 1.6071 3.4716
C -11.2663 0.6310 -4.0753
O -11.6802 0.0134 -5.0375
N -10.6655 0.0234 -3.0106
N -11.3645 1.9883 -3.9718
H -10.3207 0.5233 -2.2123
H -10.5713 -0.9762 -3.0429
H -11.8002 2.4791 -4.7324
H -11.0269 2.5065 -3.1836

Output
**Energy**: -3461.38706 a.u.
**Kohn-Sham gap**: 8.2 eV
**Highest occupied orbital energy**: -10.28 eV
**Net charge**: +1

Mulliken atomic charge list, values in e, 99 entries: -1.006, 0.172, -0.470, 0.252, -0.405, -0.968, 0.092, -0.435, -0.317, -0.811, -0.625, -0.178, 0.497, -0.163, -0.540, 0.041, -0.276, -0.888, -0.357, -0.671, -0.589, 0.235, 0.298, 0.279, 0.354, 0.363, 0.274, 0.049, 0.335, 0.523, 0.284, -0.091, 0.273, 0.033, -0.074, 0.423, 0.532, 0.212, 0.378, 0.439, 0.397, 0.246, 0.375, 0.353, 0.388, 0.241, 0.394, 0.395, 0.376, 0.414, 0.605, -0.641, -0.436, -0.181, 0.152, 0.235, 0.107, 0.180, 0.569, -0.657, -0.299, -0.344, 0.163, 0.195, 0.164, 0.168, 0.665, -0.700, -0.404, -0.437, 0.166, 0.222, 0.208, 0.176, 0.644, -0.639, -0.406, -0.325, 0.159, 0.229, 0.229, 0.165, 0.624, -0.657, -0.371, -0.395, 0.171, 0.218, 0.150, 0.155, 0.629, -0.608, -0.322, -0.439, 0.178, 0.238, 0.224, 0.148, 0.579